17
Properties=species:S:1:pos:R:3:forces:R:3 method="wB97M-V/def2-TZVPD" gap_ha=0.37004 total_charge=+1 homo_energy_ev=-13.63 total_energy_ev=-7298.57692 relative_energy_kcal_mol=54.7 smiles="CC/C([NH3+])=C/N"
H 1.675410 0.552905 -2.165086 -1.105 -0.864 -0.235
N 1.123262 0.830072 0.557536 -2.218 0.320 0.824
C -0.862553 -0.719122 0.939652 0.459 0.805 1.067
N -1.050106 -0.087030 2.257198 1.849 -1.863 -1.830
H -1.693338 0.658115 2.132669 -0.820 0.516 0.344
H -1.107820 -0.623778 -1.758364 -0.798 -0.126 0.590
H 0.825688 1.149967 1.506004 0.162 -0.606 -0.311
H 0.606541 -0.021552 -3.422868 -0.726 0.165 -0.344
C -0.290913 -0.032102 -1.393621 0.980 1.301 -0.309
H 1.117356 1.715556 0.008075 0.536 -0.944 0.012
H -1.500124 -1.642005 0.708364 0.950 1.694 -0.186
H -1.305712 -0.773275 2.951495 -0.342 0.336 0.199
C 0.810844 -0.175253 -2.381392 3.472 0.130 0.577
H -0.511131 1.046971 -1.407974 -0.972 -0.127 -0.404
C 0.020123 -0.153808 0.063927 -1.065 -0.962 0.672
H 1.273714 -1.161766 -2.295978 -0.049 -0.062 -0.129
H 2.042310 0.379276 0.669126 -0.312 0.287 -0.536



17
Properties=species:S:1:pos:R:3:forces:R:3 method="wB97M-V/def2-TZVPD" gap_ha=0.40091 total_charge=+1 homo_energy_ev=-14.79 total_energy_ev=-7300.32964 relative_energy_kcal_mol=14.3
C 0.062711 -0.408910 -0.038645 -0.523 0.640 -0.198
H -2.544305 0.209821 -0.303468 0.077 0.022 -0.026
N 2.006285 1.015878 -0.060127 0.292 -0.100 -0.007
H -2.115968 1.888314 -0.713202 0.038 -0.091 -0.025
H 1.516751 -0.498950 1.287625 0.588 -0.225 0.109
N -0.526976 0.734430 -0.053754 0.716 -0.109 -0.040
C 1.529881 -0.330843 0.205520 0.167 0.271 0.006
H 2.294051 1.119955 -1.027394 0.020 -0.027 0.035
H -2.194003 1.384701 0.974823 0.011 -0.040 -0.048
H 0.156041 1.512594 0.009811 -0.099 -0.225 0.004
H -1.423853 -1.678120 -0.869590 0.010 -0.004 -0.032
H 0.045773 -2.513532 -0.332845 0.067 0.014 -0.005
C -0.638975 -1.699933 -0.114223 -0.306 -0.230 0.032
C -1.923371 1.060469 -0.032381 -0.867 0.077 0.019
H 2.803626 1.255523 0.514904 -0.066 0.019 0.052
H -1.126149 -1.914139 0.840690 0.013 0.011 0.038
H 2.078488 -1.137255 -0.287751 -0.139 -0.006 0.086



17
Properties=species:S:1:pos:R:3:forces:R:3 method="wB97M-V/def2-TZVPD" gap_ha="0.39887 / 0.36198" total_charge=+2 homo_energy_ev="-19.18 / -21.27" multiplicity=2 total_energy_ev=-7285.93948 relative_energy_kcal_mol=45.0
C -1.146920 -1.236598 -0.217549 -2.517 -1.386 -0.995
H 2.977179 0.422746 0.201345 -2.417 0.382 0.654
N -1.895827 -1.974907 -1.125001 -1.445 2.004 0.661
H 1.810765 0.711200 -0.849078 -0.555 -0.180 0.287
H -2.037312 -1.422877 -2.027062 0.103 -1.524 1.058
C -0.289502 1.131411 0.488289 -2.562 -0.618 -1.543
H 0.991272 0.560690 1.999208 0.683 -0.384 0.673
H -0.472795 -0.027404 -1.611717 0.507 1.405 0.639
H 1.821889 -0.697473 0.112665 -0.738 1.258 0.113
C -0.537833 -0.014550 -0.499233 -1.244 -1.359 -1.560
H -0.405685 2.013599 -0.163064 -0.257 -0.026 0.603
H 1.406590 2.230738 1.296011 -0.195 -3.023 -0.667
H -1.102554 1.052171 1.266055 0.875 0.511 -0.761
N 1.864657 0.359504 0.121258 6.356 -1.388 -1.579
C 1.069319 1.087795 1.074569 -0.037 3.178 1.552
H -1.231761 -1.588702 0.762232 -0.033 -0.637 1.582
H -2.821476 -2.607342 -0.828929 3.475 1.787 -0.719



18
Properties=species:S:1:pos:R:3:forces:R:3 method="wB97M-V/def2-TZVPD" gap_ha="0.18272 / 0.20945" total_charge=-2 homo_energy_ev="2.01 / 1.28" multiplicity=2 total_energy_ev=-9345.28907 relative_energy_kcal_mol=97.4
N -2.296347 1.805481 -0.125035 -1.116 -0.169 -0.091
H 2.396934 -0.688533 -1.498547 0.695 1.111 -1.795
H -0.537050 -0.933751 -0.582171 -0.025 -0.973 -0.908
O 3.439540 0.012475 0.814750 0.134 -0.239 -0.461
N 1.901087 -1.010047 -0.722068 -0.682 -1.895 1.134
H -3.374396 -0.990061 -0.016542 0.344 0.138 0.179
C -1.796752 0.558426 0.267274 1.176 -1.177 -0.174
H -0.697944 0.444498 -1.455301 1.416 1.522 -1.159
H -2.046630 -1.669497 1.107739 -0.092 1.671 -0.846
C 1.954120 -0.107664 0.291593 0.635 -1.177 1.221
H -0.950747 0.654073 0.996267 0.026 -0.466 -0.475
H -2.030605 -0.474984 -1.748760 -0.086 -0.551 0.651
C -1.296819 -0.262487 -0.958153 1.760 0.940 -0.505
C -2.415293 -0.780559 0.485481 -3.284 -1.237 2.904
H -3.057798 1.987832 0.511056 -0.610 0.475 0.363
H 1.687625 0.920530 0.042247 -0.120 0.409 0.464
H 3.698311 -0.796314 0.317757 0.062 0.530 0.481
H 1.491254 -0.567922 1.220807 -0.235 1.089 -0.981



18
Properties=species:S:1:pos:R:3:forces:R:3 method="wB97M-V/def2-TZVPD" gap_ha="0.09147 / 0.22724" total_charge=-2 homo_energy_ev="4.36 / 0.65" multiplicity=2 total_energy_ev=-9347.60631 relative_energy_kcal_mol=44.0
H 1.331331 -2.490890 -0.621677 -0.011 0.186 -0.020
O 0.859820 0.285285 -0.050947 -0.466 0.349 -0.261
H -1.547046 1.553959 3.469510 0.186 0.041 0.053
H 0.096853 0.612562 -2.258673 -0.267 -0.147 -0.011
H 1.739267 -2.793182 -2.176755 0.117 -0.053 0.222
H -0.122542 0.026337 2.323580 -0.093 0.128 0.369
H -0.693711 1.680805 -0.112515 -0.014 0.059 -0.183
H 1.728070 -0.119030 -1.977268 -0.127 -0.092 0.187
H -1.186474 0.005636 0.196497 -0.089 -0.072 -0.087
C -0.312385 1.012414 1.896907 0.070 -0.241 -0.661
N -1.518887 1.620652 2.448741 -0.123 -0.049 -0.370
C -0.376788 0.735373 0.377013 0.489 0.088 0.686
H -1.512693 2.617366 2.215719 -0.056 -0.052 0.272
N 0.950488 -2.677517 -1.543351 0.118 0.091 -0.373
H -0.826755 -1.878196 -2.312919 -0.321 0.689 0.247
C 0.644622 -0.259390 -1.916203 0.369 -0.551 0.243
C 0.148166 -1.532764 -1.992231 0.230 -0.466 -0.532
H 0.598666 1.600578 2.034570 -0.010 0.092 0.220



18
Properties=species:S:1:pos:R:3:forces:R:3 method="wB97M-V/def2-TZVPD" gap_ha="0.14084 / 0.30483" total_charge=0 homo_energy_ev="-3.49 / -8.07" multiplicity=2 total_energy_ev=-9350.82260 relative_energy_kcal_mol=39.1
H 1.357130 0.243589 -2.499931 -0.324 -0.282 -0.195
H -2.823192 0.460654 1.353844 0.168 0.288 -0.318
C 1.943459 -0.927553 -0.810964 -0.263 -0.166 -0.789
H 1.992321 -1.932004 -1.247207 0.164 0.011 0.281
H 0.573922 1.921923 -1.268349 0.146 0.050 0.076
H -1.510183 -0.839491 -0.050066 -0.159 0.401 -0.102
C 0.863487 -0.150054 -1.609349 0.614 0.541 0.842
C -0.204512 0.990197 0.370041 1.185 -2.145 -0.285
N -1.920845 0.226249 1.756520 -0.229 -2.047 0.424
H -1.433032 1.082211 2.086485 0.291 1.069 -0.259
H 1.747938 -0.984134 0.253204 -0.242 -0.055 0.131
H -2.109548 -0.456787 2.486928 0.106 0.137 0.095
H 2.920108 -0.467624 -0.929408 0.102 0.134 0.009
C -0.935877 -0.303779 0.738192 -0.518 0.527 -0.262
O -0.515705 2.045600 1.006161 -0.590 1.210 0.474
N 0.333011 1.010738 -0.926242 -0.527 0.315 -0.282
H -0.329677 -1.098964 1.184866 0.018 0.136 0.294
H 0.051197 -0.820772 -1.894726 0.057 -0.122 -0.135



18
Properties=species:S:1:pos:R:3:forces:R:3 method="wB97M-V/def2-TZVPD" gap_ha=0.42253 total_charge=+1 homo_energy_ev=-14.69 total_energy_ev=-9347.70427 relative_energy_kcal_mol=26.6 smiles="C[NH2+][C@@H](C)C(N)=O"
H -1.533779 0.595952 1.499242 -0.036 -0.466 -0.815
O 1.336342 -1.007975 -1.552434 -0.652 0.564 0.050
N 0.387350 1.016491 -0.457955 0.264 0.701 0.667
H -1.813176 -1.070914 1.128950 0.140 0.069 -0.193
H 1.103296 0.751617 -1.162620 0.332 -0.157 0.293
H 0.040111 2.136741 1.316900 -0.138 -0.029 -0.325
H 0.982503 2.987092 0.035605 -0.490 -0.383 0.123
H -0.861877 -2.906808 -0.424573 0.013 -0.211 0.213
C -1.457822 -0.144096 0.661191 -0.134 -0.144 1.768
H 0.587217 -3.303421 -1.282403 -0.009 0.124 -0.332
H 0.773905 -0.319410 1.119248 -1.523 -0.378 -1.373
C 0.394043 -1.319957 -0.823771 2.334 -1.863 -0.108
H -0.325508 1.529659 -0.978420 -0.659 -0.969 -0.128
C 0.786736 2.020796 0.532595 1.753 1.651 0.628
N 0.035710 -2.630011 -0.779164 -1.003 1.353 0.785
C 0.005976 -0.277263 0.250744 -0.405 0.757 -0.811
H 1.749331 1.819813 1.030455 -0.402 -0.568 -0.342
H -2.190353 0.121692 -0.113590 0.617 -0.052 -0.099



18
Properties=species:S:1:pos:R:3:forces:R:3 method="wB97M-V/def2-TZVPD" gap_ha=0.33026 total_charge=+1 homo_energy_ev=-13.61 total_energy_ev=-9345.96537 relative_energy_kcal_mol=66.7
H -0.573336 2.152117 -0.937647 0.243 0.046 0.089
H -1.241247 -0.684200 -2.028891 -0.161 -0.497 0.119
C 0.204635 -2.095316 -0.928008 0.335 -0.474 -0.658
C 0.428803 2.073273 -0.523090 -0.001 -0.024 2.226
H 1.297379 -2.111845 -0.813720 -0.176 0.496 0.117
N -0.563608 -2.119154 0.306922 1.131 -0.713 2.171
H 0.050826 -2.965982 -1.564994 -0.665 -0.183 0.139
H -1.464042 1.528324 1.158265 0.192 -0.003 0.288
N 0.579071 1.805658 0.750878 -0.694 -0.477 -1.827
C -0.514513 1.428805 1.692514 0.283 0.849 -0.286
H -0.003966 -1.598530 1.054697 -1.053 -0.906 -1.418
O 0.592575 0.050375 -1.778018 -0.566 -0.098 0.008
H -0.573519 -3.100437 0.683006 -0.254 1.274 -0.539
H -0.454307 2.093866 2.565583 -0.168 -0.089 -0.404
H 1.528322 1.648170 1.070207 0.062 0.311 0.133
H 1.306854 2.334841 -1.093544 -0.037 -0.150 -0.155
C -0.220351 -0.859116 -1.664575 1.422 0.937 0.144
H -0.379578 0.419157 2.050423 0.107 -0.299 -0.147



18
Properties=species:S:1:pos:R:3:forces:R:3 method="wB97M-V/def2-TZVPD" gap_ha=0.46445 total_charge=+1 homo_energy_ev=-15.42 total_energy_ev=-9344.64651 relative_energy_kcal_mol=97.1
H -0.173928 1.944515 -0.591881 -0.134 -0.623 -0.975
H -1.322336 -1.202683 -0.647968 -3.967 0.396 -0.863
H -0.214022 -0.100010 2.052678 0.831 -2.080 0.695
C -0.157000 0.973141 -1.139921 6.901 2.300 0.945
H 2.024569 -1.081211 -0.020281 -0.138 0.267 0.091
C -0.351466 -1.322659 -0.488256 6.626 -2.085 2.072
H -1.348233 0.421827 1.026085 -5.067 0.005 -1.097
H -0.086289 -1.981351 0.381229 -0.889 0.349 -0.723
H 0.701338 0.970509 -1.903801 -1.559 0.262 0.879
H 2.027643 0.265180 0.962154 -0.434 0.049 0.158
C -0.378016 0.405093 1.150329 3.184 -1.195 -0.120
N 1.716875 -0.115530 0.080109 0.062 -0.374 -1.321
H -1.015296 0.695794 -1.538091 -3.993 -1.120 -1.676
O 1.801153 -3.602558 3.079236 -0.025 0.057 -0.008
H -0.108801 1.334709 1.452134 1.196 3.236 0.011
C 1.422869 -2.750282 2.457973 0.048 -0.101 0.050
H 0.284139 -1.718615 -1.279473 -0.751 -0.061 -0.630
N 0.299959 -0.035457 -0.126494 -1.889 0.715 2.511



18
Properties=species:S:1:pos:R:3:forces:R:3 method="wB97M-V/def2-TZVPD" gap_ha=0.41140 total_charge=+1 homo_energy_ev=-14.69 total_energy_ev=-9346.00168 relative_energy_kcal_mol=65.8 smiles="CC[NH2+]CC(N)=O"
H 0.914596 0.071135 -3.173009 -0.806 -0.755 0.395
H -0.897696 -1.318093 3.537223 0.245 -0.732 -0.034
H -0.598448 -0.827592 -2.325127 2.239 1.515 -0.213
C 0.447720 -0.266408 -2.218125 -1.417 0.081 0.321
H 1.251786 -0.481306 0.565622 -3.104 -0.011 0.175
H 0.724086 1.687202 0.390744 -1.602 -1.006 0.183
H 1.117353 -1.031954 -1.767168 -0.186 0.888 -0.159
H -0.675884 1.644804 -1.883666 2.867 -0.696 0.172
N -0.051204 1.088386 -0.038573 0.109 2.439 3.452
H -0.432629 -1.006363 -0.163209 0.496 0.596 0.815
C 0.046318 -0.296888 0.558049 2.711 -0.747 -1.033
H -0.312414 -2.512293 2.519279 0.491 -1.226 -1.278
N -0.451835 -1.554153 2.646943 -1.654 4.843 1.449
O -1.084130 0.689149 2.314715 0.205 -1.345 0.506
C 0.324862 1.150655 -1.443048 -3.244 -1.248 -4.343
C -0.574562 -0.358883 1.933421 0.579 -0.698 -0.513
H -1.007340 1.658565 0.290915 2.845 -2.193 -1.011
H 1.259427 1.664037 -1.744988 -0.773 0.295 1.116



18
Properties=species:S:1:pos:R:3:forces:R:3 method="wB97M-V/def2-TZVPD" gap_ha=0.41926 total_charge=+1 homo_energy_ev=-14.70 total_energy_ev=-9346.68814 relative_energy_kcal_mol=50.0
H -1.552424 -2.694070 -0.498830 0.040 -0.012 0.014
N 0.248632 -1.555754 -0.524716 -0.383 0.247 -0.099
H 1.396978 1.361850 -0.284704 -0.041 0.038 0.008
H 0.814098 -0.175952 0.174906 0.011 -0.012 0.086
H 0.271881 2.051363 2.060972 -0.048 0.079 0.013
N 1.077766 0.817378 0.534420 0.353 0.065 0.079
H -1.356480 3.226445 0.281855 -0.024 0.038 0.166
C -0.806077 -2.275810 0.180074 -0.005 -0.188 0.103
H -0.507324 -2.128465 -2.359320 0.043 -0.154 -0.051
C 0.256009 -1.602659 -1.789372 0.206 -0.048 0.208
O 0.257541 2.846145 -0.851400 -0.035 -0.021 -0.031
C -0.041258 1.594385 1.123742 -0.196 -0.126 -0.083
H -0.901344 0.958381 1.330991 0.082 -0.099 0.012
H -1.306335 -1.626813 0.898603 0.020 0.103 -0.039
H -0.349551 -3.080802 0.758236 -0.015 0.005 -0.067
H 1.065817 -1.119168 -2.326460 -0.089 0.129 -0.098
C -0.433080 2.660660 0.113784 0.147 0.059 -0.194
H 1.865152 0.742885 1.177219 -0.068 -0.102 -0.029



18
Properties=species:S:1:pos:R:3:forces:R:3 method="wB97M-V/def2-TZVPD" gap_ha=0.39137 total_charge=+1 homo_energy_ev=-14.34 total_energy_ev=-9345.41711 relative_energy_kcal_mol=79.3 smiles="CNC/[NH+]=C(/C)O"
H 2.891840 -0.427361 -1.084898 -0.096 0.026 0.368
N -0.804674 0.059824 -0.240636 -0.637 -0.043 -2.858
C 1.177140 -0.039115 0.173422 -0.405 -0.051 2.313
H -1.195034 1.759934 0.829249 -1.096 2.505 -0.163
C -1.771481 -0.983910 -0.187075 -0.938 -1.380 -1.622
H 1.936700 1.083968 -1.314480 0.240 0.168 -0.579
C -0.671925 0.881365 0.899246 1.441 0.555 -1.423
H 0.422832 -1.093497 1.582251 2.365 -0.149 -1.462
H -1.376603 -1.903008 0.323416 -0.236 0.794 -0.413
H -2.035373 -1.230461 -1.262581 0.150 -0.111 1.453
O 1.181827 -1.124385 0.872333 -1.867 -1.310 1.482
H -1.069943 0.437659 1.712443 -0.723 -1.875 3.121
H 1.244684 -0.527093 -1.653316 0.074 -0.115 -1.025
N 0.743274 1.064572 0.826463 1.356 3.883 0.284
C 1.911262 0.046469 -1.030007 1.081 -0.253 -1.317
H 0.979120 1.964012 0.318356 -0.238 -1.518 1.018
H -0.892737 0.674567 -1.079430 -0.150 -0.937 0.733
H -2.670901 -0.643534 0.315249 -0.321 -0.189 0.090